No. 1
{
  "formula": "C12H27Br2NO2",
  "method": "ωB97M-V with the def2-TZVPD basis set",
  "gap_ev": 9.6,
  "total_energy_ev": -158550.557,
  "homo_energy_ha": -0.33610,
  "largest_force_ev_per_a": 1.211,
  "symbols": ["C", "C", "O", "C", "C", "C", "C", "C", "C", "O", "C", "C", "N", "H", "H", "H", "H", "H", "H", "H", "H", "H", "H", "H", "H", "H", "H", "H", "H", "H", "H", "H", "H", "H", "H", "H", "Br", "C", "C", "Br", "H", "H", "H", "H"],
  "xyz": [[-2.12, 3.34, 0.16], [-1.79, 2.27, -0.85], [-0.76, 2.68, -1.75], [-0.05, 1.57, -2.28], [1.32, 1.39, -1.59], [1.49, 0.08, -0.82], [2.79, 0.10, -0.01], [2.71, 0.73, 1.42], [1.36, 1.22, 1.88], [0.63, 0.16, 2.50], [-0.77, 0.27, 2.27], [-1.54, -0.61, 3.22], [-1.07, -2.01, 3.14], [-2.68, 2.86, 0.96], [-1.24, 3.78, 0.60], [-2.79, 4.08, -0.27], [-2.66, 1.94, -1.44], [-1.44, 1.39, -0.31], [0.14, 1.83, -3.33], [-0.65, 0.66, -2.29], [1.47, 2.27, -0.96], [2.08, 1.38, -2.37], [0.61, -0.21, -0.25], [1.61, -0.69, -1.59], [3.51, 0.67, -0.60], [3.21, -0.89, 0.09], [3.07, -0.01, 2.13], [3.40, 1.57, 1.45], [1.54, 1.96, 2.66], [0.78, 1.74, 1.11], [-1.12, 1.30, 2.35], [-0.96, -0.13, 1.26], [-1.54, -0.23, 4.23], [-2.58, -0.57, 2.85], [-1.63, -2.55, 3.78], [-1.34, -2.35, 2.22], [0.50, -2.01, -3.31], [0.36, -3.84, -2.66], [-1.06, -4.20, -2.35], [-1.65, -3.40, -0.67], [1.02, -3.92, -1.80], [0.75, -4.46, -3.47], [-1.16, -5.28, -2.20], [-1.76, -3.87, -3.11]],
  "lowdin_charge": [-0.07, -0.28, -0.15, -0.22, -0.16, -0.25, -0.18, -0.15, -0.22, -0.13, -0.25, -0.26, 0.01, 0.07, 0.08, 0.07, 0.12, 0.09, 0.12, 0.09, 0.11, 0.11, 0.09, -0.01, 0.10, 0.10, 0.11, 0.11, 0.12, 0.10, 0.12, 0.10, 0.11, 0.11, 0.06, 0.02, 0.73, -0.67, -0.69, 0.62, 0.06, 0.06, 0.06, 0.05]
}



No. 2
{
  "formula": "C8H27F3NO7",
  "method": "ωB97M-V with the def2-TZVPD basis set",
  "gap_ev": 6.4,
  "charge": -1,
  "total_energy_ev": -32707.417,
  "homo_energy_ha": -0.14456,
  "largest_force_ev_per_a": 2.810,
  "e_above_lowest_ev": 0.000,
  "symbols": ["N", "H", "H", "H", "H", "O", "H", "C", "O", "O", "C", "F", "F", "F", "C", "C", "H", "H", "H", "H", "H", "H", "C", "O", "H", "H", "H", "H", "C", "O", "H", "H", "H", "H", "C", "O", "H", "H", "H", "H", "C", "O", "H", "H", "H", "H"],
  "xyz": [[28.48, 32.54, 26.05], [28.23, 32.99, 25.12], [27.61, 32.46, 26.64], [29.06, 33.22, 26.57], [28.93, 31.63, 26.00], [28.08, 34.05, 23.84], [27.73, 33.84, 22.97], [25.51, 32.86, 28.16], [26.85, 32.45, 28.48], [25.45, 32.94, 26.84], [24.51, 31.90, 28.83], [23.34, 31.86, 28.19], [24.99, 30.63, 28.84], [24.28, 32.22, 30.13], [27.34, 32.71, 29.78], [28.69, 32.06, 29.99], [28.56, 30.97, 29.99], [29.46, 32.38, 29.29], [29.08, 32.36, 30.96], [26.66, 32.33, 30.55], [27.49, 33.79, 29.88], [25.41, 33.83, 28.69], [30.75, 29.68, 27.54], [30.17, 30.27, 26.40], [31.83, 29.88, 27.55], [30.37, 30.14, 28.45], [30.56, 28.60, 27.56], [30.36, 29.75, 25.62], [27.72, 36.23, 27.94], [28.02, 36.00, 26.57], [26.65, 36.07, 28.08], [28.34, 35.65, 28.62], [27.85, 37.31, 28.13], [28.87, 36.41, 26.38], [29.33, 30.91, 22.63], [29.86, 32.19, 22.83], [28.75, 30.58, 23.50], [28.65, 30.84, 21.76], [30.14, 30.21, 22.42], [29.16, 32.86, 23.06], [31.69, 33.73, 27.71], [30.46, 34.16, 27.20], [32.29, 33.20, 26.95], [32.30, 34.58, 28.03], [31.61, 33.08, 28.59], [30.58, 34.97, 26.70]],
  "lowdin_charge": [0.26, 0.05, 0.10, 0.07, 0.07, -0.45, -0.10, -0.54, -0.14, -0.16, -0.55, 0.13, 0.11, 0.09, -0.28, -0.08, 0.07, 0.04, 0.07, 0.11, 0.10, 0.13, -0.13, -0.13, 0.08, 0.06, 0.08, 0.09, -0.15, -0.11, 0.08, 0.06, 0.07, 0.06, -0.22, -0.17, 0.06, 0.07, 0.06, 0.01, -0.15, -0.13, 0.08, 0.08, 0.07, 0.09]
}



No. 3
{
  "formula": "C19H29BBr2InO2PS",
  "method": "ωB97M-V with the def2-TZVPD basis set",
  "gap_ev": 3.1,
  "charge": 2,
  "total_energy_ev": -190303.693,
  "homo_energy_ha": -0.50353,
  "largest_force_ev_per_a": 3.931,
  "symbols": ["C", "C", "B", "O", "C", "C", "C", "C", "C", "C", "C", "C", "C", "P", "S", "C", "C", "C", "C", "C", "C", "Br", "C", "C", "Br", "O", "H", "H", "H", "H", "H", "H", "H", "H", "H", "H", "H", "H", "H", "H", "H", "H", "H", "H", "H", "H", "H", "H", "H", "H", "H", "H", "H", "H", "H", "In"],
  "xyz": [[1.13, 2.55, 2.92], [0.61, 1.44, 2.27], [0.27, 1.57, 0.66], [1.09, 0.89, -0.32], [0.31, -0.04, -1.14], [1.01, -1.41, -0.81], [2.55, -1.29, -0.56], [3.53, -1.20, -1.67], [4.97, -1.07, -1.48], [5.58, -1.01, -0.11], [4.65, -1.14, 1.00], [3.17, -1.28, 0.82], [2.33, -1.41, 2.12], [0.91, 0.48, -2.88], [0.61, -0.91, -4.23], [-1.24, 0.19, -0.77], [-2.13, -1.02, -0.28], [-2.11, -2.28, -1.24], [-1.86, -1.48, 1.22], [-2.87, -0.78, 2.26], [-2.11, 1.21, -1.61], [-2.94, 0.37, -3.21], [-3.18, 2.03, -0.72], [-2.65, 3.51, -0.55], [-4.85, 2.20, -1.81], [-1.04, 0.96, 0.46], [0.67, 3.54, 2.65], [1.92, 2.46, 3.70], [0.42, 0.54, 2.90], [0.38, 2.73, 0.37], [0.88, -2.13, -1.68], [0.56, -1.94, 0.08], [3.13, -1.22, -2.72], [5.61, -1.00, -2.40], [6.69, -0.90, 0.02], [5.05, -1.11, 2.05], [2.37, -2.45, 2.56], [2.69, -0.65, 2.86], [1.26, -1.21, 1.87], [2.31, 0.83, -2.85], [0.24, 1.65, -3.35], [-3.20, -0.64, -0.29], [-1.65, -3.19, -0.74], [-1.60, -2.09, -2.23], [-3.18, -2.58, -1.44], [-2.08, -2.58, 1.27], [-0.83, -1.29, 1.59], [-2.33, 0.06, 2.78], [-3.13, -1.57, 3.02], [-3.83, -0.46, 1.76], [-1.41, 1.99, -2.03], [-3.45, 1.53, 0.24], [-1.70, 3.59, 0.04], [-2.40, 3.87, -1.60], [-3.42, 4.22, -0.15], [-5.70, -1.09, 1.40]],
  "lowdin_charge": [0.12, 0.06, -0.68, 0.02, -0.39, -0.08, -0.10, -0.05, -0.01, -0.01, -0.02, -0.12, -0.04, 0.52, 0.28, -0.32, -0.27, -0.07, -0.16, -0.14, -0.60, 0.70, -0.66, -0.13, 0.63, -0.01, 0.11, 0.11, 0.12, 0.19, 0.12, 0.12, 0.07, 0.12, 0.12, 0.12, 0.12, 0.10, 0.03, 0.02, 0.01, 0.09, 0.09, 0.05, 0.09, 0.12, 0.09, 0.10, 0.09, -0.19, 0.08, 0.07, 0.07, 0.10, 0.09, 1.14]
}



No. 4
{
  "formula": "C4H5FN2O",
  "method": "ωB97M-V with the def2-TZVPD basis set",
  "gap_ev": 9.5,
  "total_energy_ev": -11972.768,
  "homo_energy_ha": -0.32298,
  "largest_force_ev_per_a": 1.330,
  "e_above_lowest_ev": 1.275,
  "symbols": ["C", "O", "C", "N", "C", "F", "C", "N", "H", "H", "H", "H", "H"],
  "xyz": [[1.94, -0.73, 0.19], [1.23, 0.45, -0.22], [-0.11, 0.46, -0.20], [-0.59, 1.76, -0.25], [-0.93, -0.61, -0.17], [-0.46, -1.87, -0.35], [-2.33, -0.47, -0.02], [-3.47, -0.28, 0.12], [1.89, -1.47, -0.59], [1.51, -1.12, 1.09], [2.93, -0.42, 0.31], [-1.57, 1.86, -0.14], [-0.06, 2.44, 0.23]],
  "lowdin_charge": [-0.03, -0.03, -0.34, 0.17, -0.24, 0.04, -0.18, 0.15, 0.09, 0.10, 0.08, 0.09, 0.10]
}



No. 5
{
  "formula": "C3H7NO2S",
  "method": "ωB97M-V with the def2-TZVPD basis set",
  "gap_ev": 10.0,
  "total_energy_ev": -19644.681,
  "homo_energy_ha": -0.35422,
  "largest_force_ev_per_a": 1.288,
  "e_above_lowest_ev": 0.923,
  "symbols": ["N", "C", "C", "S", "C", "O", "O", "H", "H", "H", "H", "H", "H", "H"],
  "xyz": [[0.14, -1.44, 0.47], [0.56, -0.25, -0.25], [0.25, 1.14, 0.40], [0.50, 1.22, 2.17], [0.04, -0.30, -1.68], [0.70, -0.10, -2.64], [-1.31, -0.50, -1.76], [-0.83, -1.71, 0.52], [0.51, -1.50, 1.39], [1.65, -0.31, -0.22], [-0.76, 1.49, 0.16], [0.89, 1.84, -0.14], [-0.73, 0.83, 2.47], [-1.62, -0.40, -0.87]],
  "lowdin_charge": [0.04, -0.37, -0.54, 0.74, -0.50, 0.15, 0.12, 0.07, 0.05, 0.14, 0.08, 0.08, -0.15, 0.08]
}



No. 6
{
  "formula": "C30H50ClF5P2PtSi2",
  "method": "ωB97M-V with the def2-TZVPD basis set",
  "gap_ev": [6.7, 4.4],
  "total_energy_ev": -95606.196,
  "homo_energy_ha": [-0.23221, -0.27950],
  "largest_force_ev_per_a": 5.899,
  "spin_multiplicity": 5,
  "symbols": ["Pt", "C", "C", "C", "Si", "C", "C", "Si", "H", "H", "H", "Cl", "C", "C", "C", "C", "H", "H", "H", "H", "H", "H", "H", "H", "H", "H", "H", "H", "C", "C", "P", "H", "H", "P", "H", "H", "C", "C", "C", "C", "C", "H", "C", "H", "H", "H", "H", "H", "H", "H", "C", "C", "H", "H", "H", "H", "H", "H", "H", "C", "C", "H", "H", "H", "H", "H", "H", "C", "C", "H", "H", "H", "H", "H", "H", "H", "C", "H", "H", "H", "F", "C", "C", "C", "F", "C", "F", "C", "F", "C", "F"],
  "xyz": [[0.57, 1.22, -0.43], [-0.89, 1.26, 1.39], [-1.44, -0.12, 1.48], [-0.37, -0.96, 1.97], [-3.24, -0.60, 1.45], [0.84, -0.13, 2.20], [0.51, 1.26, 1.82], [1.45, 2.80, 2.30], [-1.51, 2.15, 1.41], [-0.45, -1.98, 2.20], [1.71, -0.46, 2.68], [0.48, -2.68, -3.55], [0.32, 4.26, 2.09], [2.07, 2.65, 4.06], [-4.29, 0.92, 1.60], [-3.56, -1.79, 2.85], [1.42, 1.97, 4.62], [2.05, 3.63, 4.52], [3.09, 2.26, 4.09], [0.33, 4.68, 1.10], [0.64, 5.05, 2.83], [-0.73, 3.98, 2.36], [-2.92, -1.54, 3.69], [-3.38, -2.84, 2.58], [-4.61, -1.68, 3.16], [-3.90, 1.55, 2.40], [-5.31, 0.63, 1.84], [-4.29, 1.49, 0.68], [2.91, 3.00, 1.07], [-3.71, -1.50, -0.22], [2.86, 1.69, -0.17], [3.87, 2.97, 1.64], [2.83, 3.98, 0.61], [-2.32, -2.20, -1.10], [-4.20, -0.73, -0.82], [-4.46, -2.26, 0.04], [-3.09, -2.67, -2.75], [-1.97, -3.76, -0.16], [3.82, 0.30, 0.58], [3.78, 2.16, -1.67], [2.89, 2.32, -2.90], [4.44, 1.31, -1.84], [4.63, 3.42, -1.47], [4.00, 4.31, -1.36], [5.26, 3.56, -2.36], [5.29, 3.36, -0.60], [2.32, 1.42, -3.13], [3.51, 2.57, -3.77], [2.17, 3.15, -2.76], [3.37, 0.20, 1.62], [5.28, 0.64, 0.72], [3.60, -1.00, -0.14], [5.48, 1.54, 1.34], [5.78, 0.77, -0.23], [5.80, -0.20, 1.24], [2.57, -1.37, -0.07], [4.26, -1.78, 0.31], [3.86, -0.93, -1.20], [-1.99, -3.47, 0.91], [-0.56, -4.29, -0.49], [-3.01, -4.89, -0.35], [-4.02, -4.58, -0.06], [-2.72, -5.75, 0.26], [-3.03, -5.23, -1.42], [0.21, -3.51, -0.30], [-0.47, -4.56, -1.56], [-0.32, -5.17, 0.14], [-2.90, -1.50, -3.72], [-4.56, -3.08, -2.69], [-2.47, -3.52, -3.10], [-5.18, -2.26, -2.29], [-4.73, -3.98, -2.07], [-4.90, -3.30, -3.70], [-3.41, -0.60, -3.38], [-3.33, -1.78, -4.71], [-1.83, -1.30, -3.87], [0.54, -0.20, -1.68], [0.09, -1.14, -1.20], [1.54, -0.56, -2.06], [-0.04, -0.10, -2.60], [0.91, 4.56, -1.30], [-0.23, 3.99, -1.81], [-0.61, 2.70, -1.44], [-1.86, 2.26, -1.85], [-2.37, 1.08, -1.39], [-2.63, 3.01, -2.70], [-3.84, 2.50, -3.16], [-2.24, 4.25, -3.12], [-2.99, 5.00, -3.99], [-1.02, 4.73, -2.64], [-0.60, 6.00, -3.04]],
  "lowdin_charge": [1.13, -0.24, -0.29, -0.08, 0.51, -0.09, -0.47, 0.50, 0.09, 0.07, 0.07, -0.17, -0.16, -0.16, -0.17, -0.17, 0.04, 0.02, 0.03, 0.01, 0.05, 0.04, 0.04, 0.02, 0.04, 0.04, 0.03, 0.03, -0.38, -0.40, 0.88, 0.06, 0.04, 1.13, 0.05, 0.06, -0.54, -0.53, -0.55, -0.53, -0.11, 0.10, -0.11, 0.08, 0.09, 0.07, 0.06, 0.09, 0.07, 0.11, -0.12, -0.12, 0.08, 0.07, 0.09, 0.06, 0.09, 0.08, 0.08, -0.14, -0.11, 0.06, 0.08, 0.09, 0.06, 0.04, 0.09, -0.14, -0.12, 0.09, 0.07, 0.06, 0.09, 0.07, 0.09, 0.00, -0.47, -0.05, -0.02, -0.02, 0.04, -0.24, -0.12, -0.24, 0.02, -0.11, 0.06, -0.11, 0.10, -0.11, 0.06]
}